[1]
ORCA calculation (the ωB97M-V functional and the def2-TZVPD basis) on a 2-piece molecular cluster, C5H15N2O overall.

```
23
Properties=species:S:1:pos:R:3:forces:R:3
O -0.1147 -1.9461 2.7667 -0.4 -0.3 1.3
N -1.1321 -0.5628 0.5298 -1.8 -1.4 -0.9
N 0.9262 1.5732 0.3689 0.2 -0.6 1.9
C -0.1897 -1.1328 -0.4004 3.6 0.5 0.9
C 0.2148 -0.1696 -1.4636 -1.3 1.6 -1.7
C 0.7131 -2.1438 -0.2163 -3.4 -1.5 0.7
C 0.4477 1.3378 -1.0585 -1.6 -1.2 -0.4
C -0.8865 2.0664 -1.0601 -1.2 0.3 0.9
H 1.1038 -0.4398 -2.0341 -0.2 -0.7 0.2
H -1.3167 2.3918 -1.9931 0.6 0.2 -0.6
H 1.4937 -2.4473 -0.9085 -0.1 0.6 0.0
H -0.7598 2.9417 -0.3927 -0.6 -0.1 -0.5
H -0.2144 -2.3893 3.6478 0.4 0.5 -1.3
H -2.0898 -0.8992 0.2330 1.1 0.9 0.5
H 1.2154 1.6396 -1.7851 -0.2 0.8 0.7
H 0.7434 -2.1587 2.3908 0.1 -0.3 0.3
H -1.7217 1.4072 -0.6590 1.4 0.8 0.0
H -1.0410 -0.8658 1.5016 0.3 -0.6 -0.4
H 0.1648 1.6266 1.0858 -0.3 -0.2 -1.3
H 0.2620 -2.9985 0.3670 1.2 0.9 0.0
H 1.4420 0.7776 0.7997 0.5 0.6 -0.8
H -0.6428 -0.0989 -2.2440 1.4 0.0 1.1
H 1.3822 2.4906 0.5244 0.4 -0.8 -0.5
```
Forces are in eV/Å.

Summary:
* relative energy (zero: lowest compared OMol25 entry of this formula, charge and spin): 56.3 kcal/mol
* net charge: +1
* E_LUMO: -3.29 eV
* HOMO energy: -0.47160 Eh

Charge distribution, Mulliken scheme, values in e:
1. O -0.6593
2. N -0.3681
3. N -0.4249
4. C 0.5568
5. C -0.9536
6. C -1.2393
7. C 0.3344
8. C -1.3645
9. H 0.4294
10. H 0.3986
11. H 0.3145
12. H 0.3760
13. H 0.3167
14. H 0.3035
15. H 0.3694
16. H 0.3117
17. H 0.2873
18. H 0.2197
19. H 0.4167
20. H 0.3667
21. H 0.3436
22. H 0.3215
23. H 0.3434

=====

[2]
ORCA calculation (the ωB97M-V functional and the def2-TZVPD basis) on an isolated ion of composition C8H19N2O and charge +1.

```
30
Properties=species:S:1:pos:R:3:forces:R:3
O -0.0121 2.1938 0.5267 0.5 -1.4 1.5
N 1.7202 -1.1271 -0.4103 -3.9 -2.4 8.8
N -1.2690 0.5052 -0.4422 -0.2 1.0 1.2
C -0.8160 -0.7022 0.2462 1.0 -3.5 -1.3
C 2.4431 -2.1335 0.3932 4.1 1.2 -2.5
C 0.4148 1.8268 -1.6577 0.7 -2.8 -0.5
C 0.3329 -1.5569 -0.5930 -1.5 1.0 2.3
C -1.9373 -1.6769 0.4746 0.2 1.0 0.1
C -0.0613 1.3778 -0.5164 -3.2 2.7 -1.4
C -2.4351 1.2825 0.2694 1.7 1.8 -0.2
C 1.3450 2.3995 0.9335 0.1 2.9 0.8
H -2.2953 -2.2524 -0.3162 -0.2 -0.6 -2.1
H 0.1041 -1.5620 -1.6926 -0.3 -0.4 1.0
H -2.7453 2.2083 -0.3413 0.6 -1.7 0.7
H -3.2326 0.6295 0.5050 -0.8 -0.6 -0.3
H -0.4059 -0.4071 1.1748 0.6 0.4 1.0
H 1.8054 -0.9549 -1.2632 4.0 1.5 -8.9
H 0.2536 -2.5211 -0.0407 -0.5 0.3 -1.2
H -1.9852 1.6292 1.2222 -0.4 -0.2 -0.7
H 2.0143 1.7700 0.3813 0.4 -0.2 -0.1
H 0.5812 1.1489 -2.4482 -0.6 -0.5 -1.4
H 3.5660 -2.0410 -0.0321 -2.3 -0.5 1.3
H 1.5462 3.5139 0.7685 0.1 -1.6 0.1
H 1.1818 2.5047 -1.5621 1.3 2.0 0.0
H 2.4730 -1.7714 1.4012 0.0 -0.1 0.6
H -1.8015 -2.4023 1.2118 1.0 -0.9 1.5
H -2.7513 -1.1319 0.7984 -2.0 0.9 0.9
H 2.1822 -3.2084 0.3480 -0.4 0.7 -0.3
H 1.3969 2.2361 2.0030 0.1 -0.2 0.1
H -1.6127 0.2233 -1.3417 0.1 0.2 -0.9
```
Forces are in eV/Å.

Summary:
* relative energy (zero: lowest compared OMol25 entry of this formula, charge and spin): 106.7 kcal/mol
* net charge: +1
* E_LUMO: -2.96 eV
* HOMO energy: -0.46635 Eh

Charge distribution, Mulliken scheme, values in e:
1. O -0.3637
2. N -0.0883
3. N 0.1438
4. C 0.4544
5. C -0.9168
6. C -0.9513
7. C -0.9409
8. C -1.7241
9. C 0.1826
10. C -0.8160
11. C -0.8381
12. H 0.4352
13. H 0.3581
14. H 0.3229
15. H 0.3638
16. H 0.1818
17. H 0.2412
18. H 0.3006
19. H 0.3889
20. H 0.4320
21. H 0.3785
22. H 0.3168
23. H 0.2645
24. H 0.4590
25. H 0.2931
26. H 0.4974
27. H 0.4679
28. H 0.3719
29. H 0.2976
30. H 0.4869

=====

[3]
ORCA calculation (the ωB97M-V functional and the def2-TZVPD basis) on one molecule with the formula C4H7NO.

```
13
Properties=species:S:1:pos:R:3:forces:R:3
O 1.8548 1.0946 -1.4757 -0.6 -0.3 0.9
N -1.0653 -0.4347 -1.2299 0.4 -0.2 0.1
C -0.9620 0.8632 0.8087 0.0 0.0 0.0
C 0.4938 -1.1557 0.2861 -0.2 -0.1 -0.2
C 1.2188 0.7602 -0.5472 0.5 0.1 -0.9
C -0.2584 0.0403 -0.2642 -0.1 0.1 0.2
H -1.4257 1.7409 0.3478 0.1 -0.2 0.1
H -1.7507 0.2538 1.2652 0.2 0.1 -0.1
H 0.0348 -1.7154 1.1088 0.1 0.2 -0.2
H -0.2670 1.1932 1.5901 -0.1 -0.1 -0.2
H -0.4989 -0.9494 -1.9142 -0.1 0.1 0.2
H 1.6162 0.0192 0.4722 -0.1 0.0 0.0
H 1.0354 -1.7776 -0.4314 -0.1 0.2 0.1
```
Forces are in eV/Å.

Summary:
* relative energy (zero: lowest compared OMol25 entry of this formula, charge and spin): 130.4 kcal/mol
* net charge: 0
* E_LUMO (alpha / beta): -1.02 / -0.90 eV
* HOMO energy (alpha / beta): -0.35043 / -0.33557 Eh

Charge distribution, Mulliken scheme, values in e:
1. O -0.3914
2. N -0.7212
3. C -1.3156
4. C -1.0804
5. C 0.0953
6. C 1.2720
7. H 0.3503
8. H 0.3473
9. H 0.2809
10. H 0.3367
11. H 0.2906
12. H 0.1811
13. H 0.3544

=====

[4]
ORCA calculation (the ωB97M-V functional and the def2-TZVPD basis) on C10H8BeF5OS3Sb as an isolated structure.

```
29
Properties=species:S:1:pos:R:3:forces:R:3
Sb -0.8548 3.8594 3.0253 -0.1 0.2 0.1
S -2.8665 4.7620 3.6479 0.3 -0.1 -0.1
S -0.4924 1.5371 3.3614 0.1 0.2 0.0
S -0.3669 3.7171 0.7016 0.0 0.0 0.1
F -2.5917 -1.0927 0.3259 0.0 0.1 0.2
F -3.2732 2.1712 1.3484 0.0 -0.1 0.0
F -2.7481 -0.5125 2.4087 -0.1 0.1 -0.2
F -4.3994 -0.1328 1.0614 0.3 -0.1 0.0
F -2.6613 1.3095 -0.5943 0.0 0.0 0.0
O 0.3177 0.7290 0.4574 0.1 -0.9 -0.6
C 1.3548 0.2768 0.0120 0.4 0.6 0.3
C -2.4197 1.2374 0.7929 0.3 0.1 0.1
C 2.3512 -2.6538 -2.1288 0.1 -0.1 -0.1
C 2.6546 0.8969 0.4180 0.1 0.1 0.0
C -0.0320 -2.3533 -2.2534 0.0 -0.1 0.0
C -3.0493 -0.1149 1.1624 -0.1 -0.2 0.0
C 1.1111 -3.0591 -2.6065 0.0 0.1 0.1
C 1.3048 -0.8553 -0.9141 -0.1 -0.6 -0.5
C 2.4520 -1.5592 -1.2909 -0.1 0.2 0.2
C 0.0629 -1.2583 -1.4166 0.0 0.3 0.2
Be -0.6480 1.6888 1.2543 -1.4 0.4 0.4
H 3.2476 1.1448 -0.4631 0.1 0.0 0.0
H 1.0355 -3.9257 -3.2507 0.0 0.0 0.0
H -1.0038 -2.6558 -2.6204 0.0 0.0 0.0
H 3.2180 0.1954 1.0363 0.0 0.0 0.0
H 3.4219 -1.2556 -0.9183 0.0 0.0 0.0
H 3.2437 -3.1974 -2.4113 0.0 0.0 0.0
H -0.8189 -0.6953 -1.1399 0.0 0.0 0.0
H 2.4502 1.7963 0.9946 0.0 0.0 0.0
```
Forces are in eV/Å.

Summary:
* net charge: -1
* E_LUMO (alpha / beta): 1.42 / 1.42 eV
* HOMO energy (alpha / beta): -0.14057 / -0.16471 Eh
* 2S+1: 2
* expectation value of S²: 0.762

Charge distribution, Mulliken scheme, values in e:
1. Sb 0.6000
2. S -0.5973
3. S -0.5930
4. S -0.5894
5. F -0.2492
6. F -0.2898
7. F -0.2590
8. F -0.2918
9. F -0.3255
10. O -0.1465
11. C 0.7110
12. C 0.4957
13. C -0.6844
14. C -1.4120
15. C -0.6495
16. C 0.5478
17. C -0.3487
18. C 0.5399
19. C -0.4376
20. C -0.1454
21. Be 0.2133
22. H 0.4054
23. H 0.3752
24. H 0.4155
25. H 0.3626
26. H 0.3697
27. H 0.3753
28. H 0.3540
29. H 0.2537

=====

Across the entries above, strongest force on any atom takes the values 0.073 0.193 0.021 0.029 Eh/bohr, respectively.